Record 1
This record from the Open Molecules 2025 dataset describes one molecule with the formula C25H34F3NO4. The level of theory is ωB97M-V/def2-TZVPD.

Computed properties:
* strongest force on any atom: 0.672 eV/A
* Kohn-Sham gap: 9.5 eV
* E_LUMO: 0.7 eV
* SMILES string: CCO[C@@H]1OC(C(=O)N2CCCCCCC2)=C[C@H](c2ccc(C(F)(F)F)cc2)[C@H]1CCCO
* spin multiplicity: 1
* energy above the lowest of the compared OMol25 structures with the same formula, charge and spin: 3.6 kcal/mol

Atoms and positions in Å:
C1 3.93 -4.13 0.58
C2 2.44 -3.83 0.67
H1 1.95 -4.07 -0.28
H2 1.97 -4.43 1.46
O1 2.28 -2.45 0.97
C3 0.97 -2.06 1.17
C4 0.95 -0.62 1.70
C5 1.80 -0.55 2.97
C6 2.06 0.85 3.52
C7 2.85 1.75 2.56
O2 3.07 3.03 3.10
H3 3.54 2.94 3.93
H4 3.80 1.26 2.30
H5 2.29 1.93 1.64
H6 2.63 0.75 4.45
H7 1.12 1.35 3.76
H8 1.31 -1.14 3.75
H9 2.76 -1.02 2.75
H10 1.41 0.00 0.92
C8 -0.51 -0.20 1.92
C9 -1.37 -0.70 0.79
C10 -0.93 -1.57 -0.13
O3 0.28 -2.19 -0.07
C11 -1.85 -2.00 -1.24
O4 -3.01 -2.28 -0.98
N1 -1.35 -2.03 -2.50
C12 -0.02 -1.60 -2.85
H11 0.17 -1.91 -3.88
C13 0.20 -0.09 -2.72
H12 0.01 0.19 -1.68
C14 -0.67 0.79 -3.62
C15 -2.18 0.69 -3.33
H13 -2.61 1.69 -3.34
H14 -2.33 0.29 -2.33
C16 -2.97 -0.14 -4.35
C17 -2.37 -1.49 -4.73
H15 -1.40 -1.35 -5.21
H16 -3.02 -1.96 -5.46
C18 -2.23 -2.47 -3.56
H17 -3.21 -2.64 -3.10
H18 -1.86 -3.43 -3.95
H19 -3.97 -0.29 -3.96
H20 -3.06 0.44 -5.27
H21 -0.47 0.56 -4.67
H22 -0.35 1.83 -3.46
H23 1.25 0.12 -2.93
H24 0.71 -2.10 -2.21
H25 -2.36 -0.30 0.69
C19 -0.69 1.30 2.00
C20 -1.27 1.88 3.13
C21 -1.45 3.25 3.20
C22 -1.05 4.05 2.15
C23 -0.49 3.49 1.01
C24 -0.32 2.12 0.94
H26 0.10 1.68 0.05
H27 -0.19 4.12 0.18
C25 -1.26 5.54 2.24
F1 -0.56 6.24 1.34
F2 -2.56 5.87 2.04
F3 -0.94 6.03 3.45
H28 -1.89 3.70 4.08
H29 -1.58 1.26 3.95
H30 -0.87 -0.64 2.86
H31 0.47 -2.73 1.90
H32 4.39 -3.51 -0.19
H33 4.09 -5.17 0.35
H34 4.41 -3.89 1.53

Results of the natural (NBO) charge analysis, in e, for atoms 1 through 8: -0.620, -0.061, 0.179, 0.166, -0.536, 0.412, -0.240, -0.392

Record 2
This record from the Open Molecules 2025 dataset describes a 7-piece molecular cluster, C25H34N6O overall in a non-equilibrium geometry. The level of theory is ωB97M-V/def2-TZVPD.

Computed properties:
* strongest force on any atom: 3.286 eV/A
* expectation value of S²: 0.750
* Kohn-Sham gap (alpha / beta): 1.8 / 8.1 eV
* E_LUMO (alpha / beta): 2.6 / 2.5 eV
* net charge: -1
* spin multiplicity: 2

Atoms and positions in Å:
C1 0.12 0.54 0.27
O1 0.45 0.78 1.60
H1 -0.48 1.40 -0.06
H2 0.97 0.75 -0.37
H3 -0.28 -0.45 0.05
H4 -0.37 0.71 2.10
N1 4.08 -0.03 -4.53
C2 2.84 0.56 -4.28
C3 2.30 0.06 -3.11
C4 3.32 -0.74 -2.51
C5 4.33 -0.86 -3.45
H5 4.69 0.27 -5.27
H6 2.49 1.33 -4.95
H7 1.32 0.28 -2.73
H8 3.17 -1.26 -1.57
H9 5.26 -1.42 -3.49
N2 0.36 -3.33 -0.47
C6 0.12 -2.81 -1.68
C7 -0.57 -3.77 -2.43
C8 -0.80 -4.85 -1.61
C9 -0.15 -4.58 -0.41
H10 0.90 -2.87 0.25
H11 0.44 -1.83 -2.00
H12 -0.84 -3.67 -3.47
H13 -1.32 -5.77 -1.83
H14 -0.03 -5.20 0.47
N3 0.87 -3.53 3.07
C10 1.73 -2.58 2.59
C11 2.87 -3.25 2.09
C12 2.66 -4.62 2.17
C13 1.39 -4.79 2.83
H15 -0.03 -3.20 3.39
H16 1.49 -1.53 2.62
H17 3.71 -2.78 1.60
H18 3.36 -5.33 1.76
H19 0.79 -5.64 3.11
N4 0.56 4.73 4.55
C14 0.19 3.66 3.78
C15 -0.23 4.10 2.57
C16 -0.20 5.50 2.63
C17 0.27 5.86 3.84
H20 0.91 4.76 5.49
H21 0.45 2.65 4.06
H22 -0.57 3.53 1.72
H23 -0.58 6.12 1.83
H24 0.41 6.88 4.15
N5 -3.37 2.29 -5.09
C18 -2.24 1.51 -5.28
C19 -1.72 1.29 -4.03
C20 -2.54 1.92 -3.07
C21 -3.43 2.73 -3.78
H25 -3.97 2.78 -5.74
H26 -1.94 1.18 -6.26
H27 -0.81 0.75 -3.80
H28 -2.45 1.89 -2.00
H29 -4.15 3.44 -3.40
N6 -3.18 1.10 1.92
C22 -2.82 -0.23 2.05
C23 -2.15 -0.40 3.23
C24 -2.00 0.86 3.81
C25 -2.59 1.72 2.96
H30 -3.69 1.61 1.20
H31 -3.12 -0.86 1.23
H32 -1.86 -1.26 3.82
H33 -1.64 1.14 4.79
H34 -2.67 2.78 3.11

Results of the natural (NBO) charge analysis, in e, for atoms 1 through 8: -0.276, -0.747, 0.174, 0.170, 0.164, 0.486, -0.526, -0.083

Record 3
This record from the Open Molecules 2025 dataset describes one molecule with the formula C25H34N6O2. The level of theory is ωB97M-V/def2-TZVPD.

Computed properties:
* strongest force on any atom: 0.865 eV/A
* Kohn-Sham gap: 9.0 eV
* E_LUMO: 0.7 eV
* SMILES string: CCCn1cc(CN2CCC(n3nccc3NC(=O)CCOc3ccccc3)CC2)c(C)n1
* spin multiplicity: 1
* energy above the lowest of the compared OMol25 structures with the same formula, charge and spin: 24.7 kcal/mol

Atoms and positions in Å:
C1 5.78 -3.25 -0.32
C2 5.51 -3.77 -1.73
H1 5.49 -2.94 -2.43
H2 6.31 -4.45 -2.03
C3 4.17 -4.52 -1.82
N1 3.06 -3.64 -1.61
C4 2.41 -3.39 -0.46
C5 1.47 -2.41 -0.72
C6 1.64 -2.13 -2.10
N2 2.60 -2.88 -2.60
C7 0.89 -1.16 -2.94
H3 1.06 -0.14 -2.61
H4 -0.18 -1.37 -2.89
H5 1.22 -1.26 -3.97
C8 0.52 -1.79 0.24
N3 1.24 -1.15 1.34
C9 2.12 -0.08 0.93
C10 1.39 1.22 0.55
H6 2.12 2.00 0.34
H7 0.82 1.05 -0.37
C11 0.48 1.65 1.70
N4 -0.25 2.87 1.41
C12 -1.11 3.18 0.41
C13 -1.53 4.48 0.62
C14 -0.87 4.86 1.79
N5 -0.11 3.89 2.26
H8 -0.92 5.80 2.31
H9 -2.19 5.05 0.01
N6 -1.43 2.29 -0.61
C15 -2.15 2.61 -1.73
O1 -2.50 3.73 -2.01
C16 -2.48 1.40 -2.58
C17 -3.74 0.68 -2.07
O2 -3.56 0.08 -0.81
C18 -3.90 0.75 0.34
C19 -3.78 -0.01 1.51
C20 -4.05 0.55 2.74
C21 -4.44 1.88 2.83
C22 -4.58 2.62 1.67
C23 -4.32 2.07 0.43
H10 -4.43 2.69 -0.45
H11 -4.89 3.65 1.72
H12 -4.65 2.32 3.79
H13 -3.94 -0.05 3.63
H14 -3.47 -1.04 1.42
H15 -3.96 -0.16 -2.75
H16 -4.59 1.36 -2.08
H17 -2.67 1.74 -3.60
H18 -1.64 0.69 -2.59
H19 -1.25 1.31 -0.43
C24 -0.45 0.51 2.12
C25 0.39 -0.74 2.43
H20 1.05 -0.52 3.29
H21 -0.26 -1.57 2.71
H22 -1.17 0.27 1.33
H23 -1.02 0.81 3.00
H24 1.11 1.91 2.56
H25 2.79 0.13 1.77
H26 2.73 -0.43 0.09
H27 -0.15 -1.11 -0.30
H28 -0.11 -2.57 0.69
H29 2.64 -3.90 0.45
H30 4.07 -4.95 -2.82
H31 4.13 -5.32 -1.08
H32 4.99 -2.57 -0.01
H33 5.82 -4.08 0.39
H34 6.73 -2.73 -0.29

Results of the natural (NBO) charge analysis, in e, for atoms 1 through 8: -0.613, -0.402, 0.214, 0.205, -0.204, -0.160, -0.024, -0.160

Record 4
This record from the Open Molecules 2025 dataset describes a 8-piece molecular cluster, C25H34O24 overall in a non-equilibrium geometry. The level of theory is ωB97M-V/def2-TZVPD.

Computed properties:
* strongest force on any atom: 2.643 eV/A
* Kohn-Sham gap: 9.9 eV
* E_LUMO: -0.4 eV
* SMILES string: C[C@H]1COC(=O)O1.O=C1OCCO1.O=C1OCCO1.O=C1OCCO1.O=C1OCCO1.O=C1OCCO1.O=C1OCCO1.O=C1OCCO1
* spin multiplicity: 1
* energy above the lowest of the compared OMol25 structures with the same formula, charge and spin: 33.1 kcal/mol

Atoms and positions in Å:
C1 1.50 4.00 -2.88
C2 1.40 5.47 -2.35
O1 1.35 5.24 -0.96
C3 1.85 4.02 -0.65
O2 2.31 3.76 0.40
O3 1.71 3.22 -1.74
H1 2.27 3.84 -3.64
H2 0.57 3.85 -3.44
H3 0.48 5.91 -2.72
H4 2.22 6.00 -2.85
C4 1.08 1.72 -5.73
C5 -0.31 1.16 -5.54
O4 -0.05 0.06 -4.64
C6 1.19 0.19 -4.14
O5 1.70 -0.55 -3.35
O6 1.71 1.37 -4.49
H5 1.16 2.79 -5.92
H6 1.64 1.28 -6.57
H7 -0.74 0.65 -6.39
H8 -0.94 1.88 -5.02
C7 -2.20 -2.59 4.27
C8 -1.26 -2.97 3.13
O7 -0.43 -1.82 3.00
C9 -0.40 -1.19 4.18
O8 0.38 -0.40 4.60
O9 -1.42 -1.65 4.97
H9 -2.39 -3.44 4.93
H10 -3.16 -2.20 3.91
H11 -1.74 -3.26 2.20
H12 -0.68 -3.83 3.45
C10 4.79 -2.57 -0.08
C11 4.54 -3.01 -1.52
O10 5.74 -3.64 -1.92
C12 6.72 -3.21 -1.04
O11 7.87 -3.33 -1.21
O12 6.20 -2.41 -0.08
H13 4.45 -3.26 0.69
H14 4.26 -1.63 0.06
H15 4.25 -2.14 -2.11
H16 3.65 -3.66 -1.51
C13 0.62 -3.39 -1.71
C14 0.56 -4.86 -2.13
O13 0.71 -5.53 -0.90
C15 0.34 -4.72 0.11
O14 0.13 -5.05 1.23
O15 0.18 -3.45 -0.34
H17 -0.05 -2.82 -2.34
H18 1.60 -2.91 -1.68
H19 1.26 -5.16 -2.90
H20 -0.46 -5.10 -2.47
C16 1.81 0.29 0.70
C17 0.77 0.09 -0.41
O16 -0.43 0.59 0.16
C18 -0.29 0.73 1.47
O17 -1.17 0.94 2.24
O18 1.01 0.53 1.85
H21 2.53 1.07 0.45
H22 2.33 -0.66 0.86
H23 0.69 -0.94 -0.75
H24 1.15 0.72 -1.21
C19 -2.36 1.96 -1.90
C20 -3.09 2.89 -2.87
O19 -3.43 1.96 -3.92
C21 -3.19 0.69 -3.53
O20 -3.32 -0.26 -4.23
O21 -2.86 0.65 -2.24
H25 -2.64 1.93 -0.84
H26 -1.27 2.04 -1.95
H27 -2.54 3.80 -3.07
H28 -4.01 3.16 -2.35
C22 -1.95 1.63 6.13
C23 -3.29 1.47 5.46
C24 -4.09 0.21 5.76
O22 -5.28 0.66 6.39
C25 -5.30 1.99 6.41
O23 -6.21 2.66 6.77
O24 -4.14 2.53 6.02
H29 -1.44 2.51 5.73
H30 -1.15 0.92 5.92
H31 -1.99 1.76 7.21
H32 -3.06 1.63 4.41
H33 -3.64 -0.58 6.36
H34 -4.35 -0.23 4.79

Results of the Mulliken charge analysis, in e, for atoms 1 through 8: 0.090, -0.417, -0.363, 0.538, -0.491, -0.189, 0.252, -0.025

Record 5
This record from the Open Molecules 2025 dataset describes C25H34OS4TeV as an isolated structure. The level of theory is ωB97M-V/def2-TZVPD.

Computed properties:
* strongest force on any atom: 0.663 eV/A
* expectation value of S²: 1.245
* Kohn-Sham gap (alpha / beta): 6.6 / 5.9 eV
* E_LUMO (alpha / beta): 0.1 / 0.1 eV
* spin multiplicity: 2
* energy above the lowest of the compared OMol25 structures with the same formula, charge and spin: 21.3 kcal/mol

Atoms and positions in Å:
V1 0.03 -0.35 0.13
C1 -0.19 -1.82 -2.99
C2 -0.93 -3.08 -2.57
S1 -0.92 -3.26 -0.76
C3 -2.67 -3.65 -0.48
C4 -3.71 -2.61 -0.93
S2 -3.44 -0.98 -0.20
C5 -3.43 0.14 -1.61
C6 -2.39 -0.12 -2.70
S3 -0.69 -0.33 -2.08
H1 -0.27 -1.63 -4.06
H2 0.87 -1.91 -2.72
H3 -0.44 -3.94 -3.02
H4 -1.96 -3.07 -2.91
H5 -2.74 -3.80 0.60
H6 -2.89 -4.60 -0.96
H7 -4.69 -2.96 -0.62
H8 -3.74 -2.53 -2.02
H9 -3.26 1.11 -1.15
H10 -4.42 0.18 -2.08
H11 -2.41 0.72 -3.40
H12 -2.63 -1.01 -3.27
C7 -0.83 -1.09 1.80
C8 -1.51 -1.34 2.78
C9 -2.31 -1.63 3.94
C10 -1.74 -1.63 5.21
C11 -2.51 -1.89 6.33
C12 -3.87 -2.16 6.19
C13 -4.44 -2.17 4.93
C14 -3.67 -1.91 3.81
H13 -0.68 -1.43 5.31
H14 -2.06 -1.89 7.31
H15 -4.48 -2.35 7.07
H16 -5.50 -2.38 4.82
H17 -4.11 -1.91 2.82
C15 -1.32 3.28 0.12
S4 0.35 2.93 0.63
C16 1.13 3.00 -0.96
O1 0.30 1.47 1.07
H18 -1.36 4.27 -0.34
H19 -1.95 3.24 1.00
H20 -1.62 2.50 -0.59
H21 0.93 3.98 -1.40
H22 0.72 2.20 -1.59
H23 2.20 2.86 -0.82
C17 5.52 4.08 -1.55
C18 4.75 2.82 -1.23
C19 4.36 2.51 0.06
C20 3.69 1.33 0.38
C21 3.33 1.08 1.82
C22 3.39 0.42 -0.64
Te1 2.44 -1.43 -0.17
C23 3.76 0.72 -1.97
C24 3.42 -0.18 -3.11
C25 4.44 1.91 -2.24
H24 5.65 4.69 -0.66
H25 5.00 4.68 -2.30
H26 6.51 3.84 -1.95
H27 4.60 3.21 0.86
H28 3.53 1.96 2.42
H29 3.90 0.24 2.22
H30 2.28 0.82 1.92
H31 2.33 -0.33 -3.19
H32 3.85 -1.17 -2.98
H33 3.77 0.23 -4.06
H34 4.72 2.13 -3.26

Results of the natural (NBO) charge analysis, in e, for atoms 1 through 8: 0.741, -0.562, -0.553, 0.321, -0.540, -0.551, 0.279, -0.542

Record 6
This record from the Open Molecules 2025 dataset describes a 4-piece molecular cluster, C25H35N2O13PS overall. The level of theory is ωB97M-V/def2-TZVPD.

Computed properties:
* strongest force on any atom: 0.433 eV/A
* Kohn-Sham gap: 8.2 eV
* E_LUMO: -0.5 eV
* SMILES string: O=NOCc1cc2c(cc1P(O)O)Sc1ccccc1N2.CCOC(=O)OC.CCOC(=O)OC.CCOC(=O)OC
* spin multiplicity: 1

Atoms and positions in Å:
O1 -3.25 3.15 2.59
N1 -2.59 2.26 2.27
O2 -1.67 2.64 1.21
C1 -2.24 2.26 -0.05
C2 -1.26 2.66 -1.12
C3 -1.23 4.00 -1.51
C4 -0.34 4.44 -2.47
C5 0.52 3.53 -3.08
C6 0.50 2.20 -2.71
C7 -0.38 1.75 -1.72
P1 -0.36 -0.03 -1.23
O3 -0.05 -0.67 -2.72
O4 1.15 -0.18 -0.63
S1 1.62 4.13 -4.33
C8 0.51 5.27 -5.09
C9 0.48 5.44 -6.47
C10 -0.41 6.34 -7.03
C11 -1.29 7.04 -6.22
C12 -1.27 6.86 -4.84
C13 -0.36 5.99 -4.27
N2 -0.31 5.83 -2.84
H1 -2.42 1.18 -0.06
H2 -3.19 2.78 -0.20
H3 -1.89 4.73 -1.06
H4 1.17 1.50 -3.20
H5 -0.68 -0.35 -3.38
H6 1.83 0.01 -1.29
H7 1.16 4.88 -7.10
H8 -0.43 6.47 -8.10
H9 -2.01 7.73 -6.66
H10 -1.94 7.40 -4.18
H11 0.59 6.20 -2.53
C14 -2.29 -1.26 2.29
C15 -3.78 -1.29 2.52
O5 -4.34 -2.59 2.26
C16 -4.17 -3.48 3.23
O6 -3.66 -3.27 4.31
O7 -4.67 -4.65 2.83
C17 -4.53 -5.71 3.77
H12 -2.05 -1.60 1.28
H13 -1.92 -0.24 2.41
H14 -1.77 -1.90 3.00
H15 -4.30 -0.63 1.82
H16 -4.05 -0.99 3.53
H17 -4.94 -5.43 4.74
H18 -3.48 -5.98 3.89
H19 -5.08 -6.55 3.36
C18 -0.74 -0.62 5.66
C19 -1.01 -2.03 6.13
O8 0.20 -2.82 6.17
C20 1.00 -2.60 7.21
O9 0.80 -1.83 8.11
O10 2.09 -3.35 7.06
C21 3.08 -3.17 8.08
H20 -0.24 -0.64 4.69
H21 -1.68 -0.08 5.55
H22 -0.11 -0.08 6.36
H23 -1.66 -2.56 5.44
H24 -1.47 -2.04 7.12
H25 2.64 -3.31 9.06
H26 3.51 -2.17 8.01
H27 3.84 -3.92 7.89
C22 2.46 -4.03 -3.26
C23 2.65 -2.54 -3.14
O11 4.03 -2.18 -2.92
C24 4.80 -2.20 -4.01
O12 4.45 -2.47 -5.13
O13 6.05 -1.92 -3.64
C25 7.01 -1.97 -4.69
H28 2.88 -4.54 -2.38
H29 1.40 -4.27 -3.32
H30 2.96 -4.42 -4.15
H31 2.13 -2.16 -2.26
H32 2.27 -2.01 -4.01
H33 6.70 -1.34 -5.52
H34 7.13 -2.99 -5.04
H35 7.94 -1.60 -4.27

Results of the Mulliken charge analysis, in e, for atoms 1 through 8: -0.334, 0.264, -0.253, -0.809, 0.303, -0.707, -0.267, 0.264

Record 7
This record from the Open Molecules 2025 dataset describes one molecule with the formula C25H35NO5. The level of theory is ωB97M-V/def2-TZVPD.

Computed properties:
* strongest force on any atom: 0.536 eV/A
* Kohn-Sham gap: 8.6 eV
* E_LUMO: 0.7 eV
* SMILES string: CCN(CCCCOC(=O)c1ccc(OC)c(OC)c1)[C@@H](C)Cc1ccc(OC)cc1
* spin multiplicity: 1
* energy above the lowest of the compared OMol25 structures with the same formula, charge and spin: 2.3 kcal/mol

Atoms and positions in Å:
C1 -6.14 -0.92 0.69
H1 -6.52 -0.21 -0.04
H2 -6.03 -0.42 1.64
H3 -6.86 -1.73 0.79
C2 -4.79 -1.48 0.24
N1 -3.76 -0.46 0.24
C3 -3.88 0.49 -0.86
H4 -4.64 0.14 -1.58
C4 -4.29 1.89 -0.37
C5 -3.24 2.54 0.53
C6 -1.94 2.91 -0.21
H5 -2.02 2.74 -1.29
H6 -1.68 3.97 -0.06
O1 -0.87 2.12 0.31
C7 0.35 2.37 -0.17
O2 0.56 3.19 -1.04
C8 1.39 1.54 0.46
C9 1.09 0.58 1.42
C10 2.11 -0.20 1.93
C11 3.44 -0.04 1.53
C12 3.75 0.99 0.62
C13 2.72 1.74 0.08
H7 2.90 2.52 -0.64
O3 5.07 1.22 0.32
C14 5.40 2.35 -0.45
H8 5.03 2.27 -1.48
H9 5.02 3.27 0.00
H10 6.49 2.38 -0.47
O4 4.31 -0.89 2.11
C15 5.55 -1.18 1.49
H11 5.93 -2.06 2.01
H12 6.26 -0.36 1.58
H13 5.40 -1.42 0.43
H14 1.91 -0.97 2.65
H15 0.08 0.44 1.75
H16 -3.67 3.44 0.97
H17 -2.98 1.86 1.33
H18 -4.48 2.52 -1.23
H19 -5.21 1.80 0.20
H20 -2.94 0.57 -1.40
C16 -2.40 -0.92 0.47
C17 -2.21 -1.37 1.92
H21 -2.78 -2.28 2.14
H22 -1.16 -1.58 2.10
H23 -2.54 -0.59 2.60
H24 -1.76 -0.05 0.32
C18 -1.93 -2.02 -0.52
C19 -0.46 -1.91 -0.76
C20 0.03 -1.00 -1.69
C21 1.38 -0.85 -1.93
C22 2.29 -1.62 -1.22
C23 1.82 -2.54 -0.28
C24 0.47 -2.68 -0.06
H25 0.12 -3.40 0.67
H26 2.54 -3.13 0.27
O5 3.65 -1.56 -1.37
C25 4.16 -0.75 -2.40
H27 5.25 -0.84 -2.34
H28 3.88 0.30 -2.26
H29 3.82 -1.08 -3.38
H30 1.71 -0.13 -2.66
H31 -0.67 -0.39 -2.25
H32 -2.18 -3.01 -0.12
H33 -2.46 -1.89 -1.46
H34 -4.49 -2.26 0.94
H35 -4.90 -1.95 -0.75

Results of the natural (NBO) charge analysis, in e, for atoms 1 through 8: -0.610, 0.199, 0.210, 0.208, -0.209, -0.479, -0.220, 0.191